The following is a DFT calculation (ωB97M-V/def2-TZVPD) of an isolated molecule of C8H16O.

As for the HOMO energy: -9.362 eV. The largest force on an atom comes out at 3.7 eV/Å. Its structure (SMILES) is C=CC[C@@H](C)C(C)(C)O. Its energy relative to the best compared isomer or geometry (same formula, charge and spin) is 99.13 kJ/mol. The total charge is 0.

Cartesian coordinates (Å):
C -3.041 -1.126 -0.558
C -2.518 -0.749 0.611
C -0.899 -0.660 0.880
C -0.307 0.416 0.017
C -0.607 1.811 0.559
C 1.363 0.071 -0.062
C 2.076 1.167 -0.853
C 1.678 -1.279 -0.719
O 1.907 0.106 1.254
H -2.414 -1.362 -1.414
H -4.112 -1.266 -0.687
H -3.173 -0.549 1.458
H -0.547 -1.675 0.693
H -0.773 -0.444 1.946
H -0.655 0.356 -1.018
H -0.003 2.577 0.064
H -0.412 1.887 1.633
H -1.655 2.075 0.386
H 1.634 1.297 -1.845
H 3.138 0.925 -0.991
H 2.070 2.123 -0.320
H 1.298 -2.127 -0.141
H 2.761 -1.448 -0.775
H 1.259 -1.334 -1.729
H 1.931 -0.795 1.612

***

The following is a DFT calculation (ωB97M-V/def2-TZVPD) of a 3-piece molecular cluster, C8H16O2 overall.

As for the HOMO energy: -7.743 eV. The largest force on an atom comes out at 1.7 eV/Å. Its energy relative to the best compared isomer or geometry (same formula, charge and spin) is 561.63 kJ/mol. The total charge is 0.

Cartesian coordinates (Å):
C 0.897 -1.360 -0.695
C 2.204 -1.804 -1.287
C 1.619 0.094 0.622
O 0.375 -2.339 0.107
O 0.085 -0.733 -1.516
H -0.567 -2.177 0.253
H -0.468 -0.001 -0.965
H 2.902 -2.115 -0.512
H 2.640 -1.005 -1.881
H 2.003 -2.656 -1.941
H 2.254 0.435 -0.193
H 2.120 -0.619 1.272
H 1.463 0.989 1.222
C -0.619 2.396 -0.369
C -2.578 0.737 -0.291
C -1.135 1.044 0.077
C -0.728 -0.332 2.205
C -0.553 0.348 1.087
H -0.787 2.539 -1.439
H -3.263 1.415 0.231
H 0.448 2.509 -0.179
H -1.135 3.204 0.157
H -2.741 0.869 -1.366
H -2.853 -0.285 -0.023
H -1.513 -0.028 2.890
H -0.072 -1.126 2.533

***

The following is a DFT calculation (ωB97M-V/def2-TZVPD) of a 2-piece molecular cluster, C8H16O2S2 overall.

As for the HOMO energy: -7.294 eV. The largest force on an atom comes out at 5.8 eV/Å. Its energy relative to the best compared isomer or geometry (same formula, charge and spin) is 508.92 kJ/mol. The total charge is 0.

Cartesian coordinates (Å):
C -2.121 -1.239 -0.543
C -0.733 -1.732 -0.157
C -1.720 0.240 -0.246
C -0.511 -0.383 0.423
C -2.774 1.113 0.397
C 1.349 2.741 1.007
C 2.485 -2.138 -0.934
C 1.406 0.368 -0.635
O 2.172 -1.266 1.456
O -0.279 -0.140 1.695
S 1.756 2.077 -0.606
S 2.614 -0.658 0.102
H -2.244 -1.334 -1.679
H -3.015 -1.623 -0.025
H -0.661 -2.440 0.672
H -0.149 -2.055 -1.006
H -1.403 0.671 -1.152
H -3.190 0.565 1.210
H -3.409 1.488 -0.386
H -2.378 2.021 0.719
H 1.498 3.773 1.216
H 1.874 1.935 1.639
H 0.192 2.409 1.036
H 3.283 -2.775 -0.524
H 2.723 -2.107 -1.958
H 1.574 -2.660 -0.590
H 1.163 0.268 -1.672
H 0.402 -0.803 1.934

***

The following is a DFT calculation (ωB97M-V/def2-TZVPD) of an isolated molecule of C8H16Si.

As for the HOMO energy: -8.805 eV. The largest force on an atom comes out at 1.5 eV/Å. Its structure (SMILES) is C[Si]1(C)[C@H]2CC[C@@H]1CC2. Its energy relative to the best compared isomer or geometry (same formula, charge and spin) is 0.00 kJ/mol. The total charge is 0.

Cartesian coordinates (Å):
C 0.951 -0.555 -2.270
Si 0.118 -0.730 -0.573
C 0.063 -2.523 -0.056
C -1.335 0.429 -0.199
C -0.593 1.784 -0.451
C 0.856 1.696 0.111
C 1.018 0.289 0.773
C -0.013 0.175 1.909
C -1.468 0.134 1.296
H 0.983 -1.542 -2.765
H 1.977 -0.199 -2.195
H 0.403 0.150 -2.901
H 0.101 -2.524 1.049
H 0.846 -3.137 -0.505
H -0.874 -2.975 -0.340
H -2.214 0.245 -0.821
H -0.560 1.994 -1.538
H -1.182 2.601 -0.026
H 1.581 1.824 -0.706
H 1.075 2.476 0.840
H 2.043 0.014 1.019
H 0.212 -0.669 2.563
H 0.092 1.056 2.536
H -2.157 0.848 1.786
H -1.923 -0.860 1.464

***

The following is a DFT calculation (ωB97M-V/def2-TZVPD) of C8H17B3BrO9S as an isolated structure.

As for the HOMO energy: -4.754 eV. The largest force on an atom comes out at 0.8 eV/Å. The total charge is -1.

Cartesian coordinates (Å):
C -4.087 -1.898 -1.372
C -2.647 -1.377 -1.419
O -1.881 -2.082 -2.375
C -1.164 -1.280 -3.285
C 0.091 -0.655 -2.654
O 0.319 0.704 -2.990
C -0.647 1.639 -2.545
B -0.634 1.935 -1.000
O -0.613 3.264 -0.560
B -0.944 3.299 0.767
Br -2.515 4.210 1.403
O -0.192 2.571 1.658
B 0.038 1.303 1.147
C 1.060 0.320 1.789
S 0.381 -1.270 2.049
O -0.025 -1.856 0.803
O -0.574 -1.208 3.123
O -0.675 0.977 -0.008
H -4.242 -2.542 -0.511
H -4.775 -1.059 -1.267
H -4.342 -2.412 -2.295
H -2.662 -0.307 -1.641
H -2.194 -1.484 -0.433
H -0.865 -1.965 -4.076
H -1.806 -0.522 -3.746
H 0.064 -0.834 -1.577
H 0.964 -1.176 -3.037
H -1.668 1.369 -2.849
H -0.424 2.576 -3.055
H 1.911 0.160 1.116
H 1.449 0.653 2.746
H 1.470 -1.943 2.480
C 4.543 0.553 3.875
C 4.547 -0.441 2.688
O 3.848 -0.117 1.689
O 5.233 -1.465 2.842
H 3.921 1.426 3.670
H 4.173 0.051 4.771
H 5.562 0.886 4.077

***

The following is a DFT calculation (ωB97M-V/def2-TZVPD) of a 4-piece molecular cluster, C8H17BCl9FN4O2P overall.

As for the HOMO energy: -12.144 eV. The largest force on an atom comes out at 3.4 eV/Å. The total charge is +1.

Cartesian coordinates (Å):
C -0.028 -0.262 3.107
C 0.906 -1.143 2.186
B 2.114 -0.251 1.789
O 2.790 0.427 2.776
C 2.628 -0.023 0.280
N 1.820 0.168 -0.759
C 2.636 0.360 -1.830
N 2.170 0.615 -3.052
P 0.445 0.767 -3.557
O -0.129 -0.795 -3.342
Cl -0.561 1.890 -2.126
N 3.919 0.257 -1.444
N 3.897 0.029 -0.105
F 4.995 -0.111 0.622
H 0.183 -0.463 4.152
H 0.231 0.791 2.953
H -1.070 -0.357 2.840
H 1.250 -1.969 2.816
H 0.312 -1.502 1.346
H 2.872 1.344 2.478
H 2.836 0.720 -3.804
H -0.356 -0.871 -2.396
H 4.741 0.345 -2.025
C -0.837 -0.500 -7.175
Cl -1.044 -0.231 -5.429
Cl -2.109 0.267 -8.128
H 0.120 -0.088 -7.477
H -0.860 -1.569 -7.356
C -3.246 -0.411 5.535
Cl -2.574 -1.663 4.481
Cl -2.990 1.207 4.869
H -4.311 -0.583 5.641
H -2.759 -0.473 6.501
C -4.548 -4.748 3.805
Cl -5.027 -6.419 3.496
Cl -5.517 -4.013 5.086
H -3.507 -4.734 4.108
H -4.681 -4.173 2.896
C 0.997 5.618 -2.616
Cl 1.525 4.292 -3.670
Cl 1.268 7.188 -3.364
H -0.062 5.500 -2.419
H 1.558 5.569 -1.690

***

The following is a DFT calculation (ωB97M-V/def2-TZVPD) of a 2-piece molecular cluster, C8H17BClN2O6P2 overall.

As for the HOMO energy: -12.428 eV. The largest force on an atom comes out at 2.7 eV/Å. The total charge is +1.

Cartesian coordinates (Å):
C 0.319 0.178 1.869
B 1.377 -0.093 0.704
O 1.539 0.771 -0.367
C 2.232 -1.456 0.815
C 1.678 -2.700 1.253
C 2.639 -3.739 1.301
N 3.901 -3.560 0.969
P 5.029 -5.006 1.136
O 6.540 -4.382 1.139
Cl 4.633 -5.657 3.089
N 4.488 -2.468 0.516
C 3.619 -1.477 0.462
H -0.483 -0.593 1.830
H 0.860 -0.024 2.826
H -0.072 1.207 1.867
H 2.131 1.514 -0.171
H 0.627 -2.823 1.527
H 2.314 -4.738 1.632
H 6.510 -3.568 1.687
H 4.035 -0.526 0.088
C -2.799 4.653 -0.474
O -3.036 3.783 -1.584
P -3.497 2.292 -1.297
O -3.587 1.909 0.117
O -2.481 1.415 -2.157
C -1.118 1.429 -1.749
O -4.836 2.183 -2.130
C -5.402 0.881 -2.297
H -1.795 4.484 -0.083
H -2.873 5.679 -0.827
H -3.534 4.501 0.315
H -1.035 1.381 -0.662
H -0.634 2.335 -2.117
H -0.621 0.562 -2.179
H -5.596 0.420 -1.327
H -4.731 0.250 -2.882
H -6.341 0.985 -2.836

***

The following is a DFT calculation (ωB97M-V/def2-TZVPD) of an isolated molecule of C8H17BO2.

As for the HOMO energy: -9.136 eV. The largest force on an atom comes out at 4.9 eV/Å. Its structure (SMILES) is CC1(C)CCCB(O)[C@@]1(C)O. Its energy relative to the best compared isomer or geometry (same formula, charge and spin) is 398.49 kJ/mol. The total charge is 0.

Cartesian coordinates (Å):
C -2.078 -0.734 -0.612
C -0.689 -0.657 0.048
C -0.464 -1.812 1.049
C -0.857 0.676 1.092
C 0.294 1.027 2.000
C 1.327 1.798 1.094
B 1.514 0.746 -0.345
O 2.720 0.668 -0.981
C 0.487 -0.534 -1.008
C 0.056 0.042 -2.351
O 1.145 -1.762 -1.085
H -2.757 -1.226 0.069
H -2.062 -1.087 -1.619
H -2.351 0.389 -0.520
H -1.050 -1.605 1.943
H 0.619 -1.798 1.250
H -0.802 -2.776 0.574
H -1.737 0.708 1.632
H -0.967 1.590 0.437
H 0.706 0.246 2.525
H -0.146 1.664 2.833
H 1.030 2.892 0.961
H 2.212 1.871 1.631
H 3.366 1.293 -0.754
H -0.377 1.000 -2.284
H -0.563 -0.623 -2.991
H 0.882 0.252 -2.986
H 0.542 -2.247 -1.603

***

no.,HOMO-LUMO gap (eV)
1,10.25
2,8.54
3,7.70
4,9.74
5,6.83
6,8.30
7,6.87
8,9.72